The following is a quantum chemistry calculation of 3 unconnected molecules or ions with the total composition C36H74FN4O5S, from the OMol25 dataset.

highest occupied orbital energy (spin up / spin down): -0.3755 / -0.3964 Ha
Kohn-Sham gap (spin up / spin down): 7.94 / 8.51 eV
electronic energy: -68261.9481 eV
<S²>: 2.010

```
! wB97M-V def2-TZVPD RIJCOSX def2/J DEFGRID3
* xyz 1 3
C 3.37696 -1.73597 0.27979
C 1.94516 -2.37549 -0.19719
C 2.07499 -3.88567 -0.88218
C 2.80125 -3.67965 -2.33386
C 1.73162 -3.63908 -3.62162
N 1.55069 -2.25788 -4.17818
C 1.93359 -2.34128 -5.67269
C 3.59534 -2.28823 -5.86358
C 4.07680 -2.47575 -7.41915
C 4.82492 -1.07293 -7.87814
C 6.16585 -1.46529 -8.77758
C 3.87723 -0.12147 -8.82843
C 1.37314 -1.06329 -6.55646
N -0.10595 -0.79291 -6.40304
C -0.64837 -1.68557 -5.31049
C 0.27408 -1.53864 -3.92251
F 0.64205 -0.09559 -3.65211
C -0.67220 -1.98412 -2.69347
C -1.27581 -0.69844 -1.80949
C -2.34284 0.22378 -2.64192
C -2.66226 1.66187 -1.85858
S -1.13188 2.67033 -1.47531
O -0.39225 2.22317 -0.15449
O -1.51990 4.17781 -1.21220
O 0.01851 2.69175 -2.73444
H 3.65977 -0.91394 -0.53748
H 3.14882 -1.10597 1.26700
H 4.22847 -2.51695 0.46623
H 1.17954 -2.48118 0.71000
H 1.45035 -1.58460 -0.92953
H 1.00739 -4.36490 -0.91772
H 2.84304 -4.47036 -0.19533
H 3.50696 -4.63061 -2.48760
H 3.52041 -2.75727 -2.30840
H 2.29167 -4.29435 -4.45005
H 0.74582 -4.24143 -3.39920
H 2.32908 -1.66083 -3.76148
H 1.46051 -3.30418 -6.19564
H 3.91863 -1.26018 -5.37343
H 4.00668 -3.17261 -5.21446
H 3.20825 -2.80751 -8.15050
H 4.93638 -3.30397 -7.41781
H 5.21849 -0.42561 -6.98316
H 6.72021 -2.41936 -8.36993
H 6.93614 -0.55542 -8.81664
H 5.78825 -1.65253 -9.88234
H 3.22755 -0.80359 -9.53422
H 4.61117 0.53559 -9.48655
H 3.21429 0.62805 -8.22159
H 2.03891 -0.10423 -6.33901
H 1.54356 -1.34280 -7.70035
H -0.63384 -0.88084 -7.30104
H -0.81400 -2.80849 -5.62597
H -1.72668 -1.28976 -4.98529
H -1.64462 -2.51228 -3.14004
H -0.23377 -2.71775 -1.90249
H -0.39157 -0.11750 -1.31013
H -1.89022 -1.20161 -0.92153
H -3.37922 -0.35749 -2.64475
H -1.94990 0.48486 -3.71649
H -3.30707 2.30447 -2.62591
H -3.24687 1.51445 -0.85179
H 0.92978 2.97321 -2.41542
C 1.32033 0.72642 5.37458
C 0.77123 -0.49946 4.58669
C -0.66576 -0.87261 5.05607
C -0.72407 -1.64862 6.36214
C 0.18682 -2.86763 6.29521
C 1.64732 -2.49438 5.93639
N 1.74560 -1.63845 4.69845
O 1.53942 -2.48106 3.59078
C 2.28384 -1.77416 7.15801
C 2.48292 -3.81117 5.82238
C 0.61653 0.06065 3.12827
H 2.04003 0.47911 6.15171
H 1.86310 1.41733 4.71816
H 0.51273 1.29558 5.84966
H -1.15478 -1.48373 4.28505
H -1.28032 0.03063 5.15169
H -0.45572 -0.99990 7.20212
H -1.75424 -1.97569 6.54520
H 0.15353 -3.39151 7.25912
H -0.21727 -3.57141 5.55529
H 3.29038 -1.40967 6.92151
H 2.38144 -2.45892 8.00970
H 1.68916 -0.93954 7.53096
H 2.07456 -4.50927 5.08218
H 2.49586 -4.35352 6.77593
H 3.52412 -3.59485 5.55525
H 1.59187 0.29168 2.68269
H 0.02831 0.98736 3.13065
H 0.09453 -0.63570 2.46159
C -3.29808 5.96417 2.47774
C -3.28448 4.41469 2.63268
C -4.32601 3.74535 1.68837
C -5.76265 3.81155 2.18142
C -5.85948 3.27734 3.60459
C -4.90445 4.01345 4.57783
N -3.48161 4.05864 4.07958
O -2.92847 2.78053 4.27932
C -5.45360 5.44863 4.81223
C -5.02456 3.34982 5.98862
C -1.87398 4.01747 2.06936
H -3.80996 6.49422 3.27780
H -2.28305 6.37940 2.48913
H -3.76486 6.27143 1.53457
H -4.06975 2.68537 1.55465
H -4.27282 4.19121 0.68785
H -6.13969 4.83730 2.11739
H -6.40085 3.20948 1.52419
H -6.89762 3.36659 3.94955
H -5.63614 2.20211 3.59517
H -4.76342 6.04072 5.42458
H -6.41231 5.41938 5.34497
H -5.65735 5.99383 3.88997
H -4.80028 2.27676 5.97249
H -6.04497 3.44048 6.38121
H -4.35316 3.83203 6.70899
H -1.06689 4.39062 2.71166
H -1.72284 4.44477 1.06966
H -1.75120 2.93314 1.96439
*
```